Computed, not measured: F3NO2S in the gas phase at a distorted geometry, with wB97M-V/def2-TZVPD.

Each atom is followed by the atoms it is bonded to, with distances in Å.
Positions of all 7 atoms, in Å:
1 O -0.72 0.64 1.41  S2 1.402
2 S -0.66 -0.03 0.18  O1 1.402, O3 1.824, F4 1.603, N5 1.785
3 O -1.13 -1.78 0.00  S2 1.824
4 F -1.43 0.86 -0.92  S2 1.603
5 N 0.93 0.11 -0.62  S2 1.785, F6 1.356, F7 1.357
6 F 1.49 1.18 0.01  N5 1.356
7 F 1.53 -0.97 -0.06  N5 1.357

- HOMO-LUMO gap (hartree) = 0.40079
- 2S+1 = 1
- total charge = 0
- SMILES = O=S(=O)(F)N(F)F
- LUMO energy (eV) = -0.91
- DFT total energy (eV) = -24565.0938